--- a ---
DFT (ωB97M-V/def2-TZVPD) results for a gas-phase ion, C6H12NO (charge +1).

The calculation puts the lowest unoccupied orbital energy at -0.1451 Eh. Its net charge is +1. As for the HOMO-LUMO gap: 0.3696 Eh. As for the HOMO energy: -14.01 eV. The SMILES is CC(=O)[C@]1([NH3+])C[C@@H]1C.

Cartesian coordinates (Å):
1 C 1.11 -0.76 0.14
2 C -1.05 0.06 1.36
3 C -1.38 0.00 -0.05
4 C 0.03 0.29 0.36
5 C 2.36 -0.26 -0.36
6 C -1.85 -1.26 -0.83
7 N 0.51 1.71 0.16
8 O 0.78 -1.90 0.25
9 H -1.31 0.81 2.03
10 H -0.99 -0.96 1.76
11 H -1.67 0.96 -0.48
12 H 2.68 0.58 0.17
13 H 1.93 0.05 -1.36
14 H 3.06 -1.07 -0.53
15 H -1.26 -2.01 -0.28
16 H -1.62 -1.25 -1.96
17 H -2.98 -1.35 -0.84
18 H 1.44 1.84 -0.13
19 H 0.50 2.29 1.07
20 H -0.28 2.22 -0.48

Mulliken atomic charge list, values in e, 4 entries: atom 1 (C): 0.85, atom 2 (C): -0.83, atom 3 (C): -0.03, atom 4 (C): 0.46

--- b ---
DFT (ωB97M-V/def2-TZVPD) results for a molecular structure, C6H12NO.

The calculation puts the lowest unoccupied orbital energy at -0.1082 Eh. Its net charge is +1. As for the HOMO-LUMO gap: 0.3799 Eh. As for the HOMO energy: -13.28 eV.

Cartesian coordinates (Å):
1 C -1.34 1.02 -0.77
2 C 0.55 -2.11 2.04
3 C 0.03 0.59 -0.94
4 C -0.04 -2.69 3.29
5 C 0.54 0.62 -2.41
6 C 0.25 2.15 -2.19
7 N -0.29 1.96 -0.85
8 O 0.32 -1.01 1.51
9 H -2.14 1.29 -1.46
10 H -1.61 0.80 0.28
11 H 1.27 -2.80 1.62
12 H -0.05 -3.75 3.29
13 H -0.92 -2.14 3.53
14 H 0.71 -2.50 4.10
15 H 0.63 0.08 -0.29
16 H -0.02 0.14 -3.23
17 H 1.59 0.41 -2.54
18 H -0.51 2.58 -2.89
19 H 1.18 2.66 -1.99
20 H -0.15 2.70 -0.09

Mulliken atomic charge list, values in e, 4 entries: atom 1 (C): -0.45, atom 2 (C): 0.20, atom 3 (C): 0.00, atom 4 (C): -0.98

Most stable structure: a

--- a ---
DFT (ωB97M-V/def2-TZVPD) results for 2 unconnected molecules or ions with the total composition C6H12NO.

The calculation puts the lowest unoccupied orbital energy at -0.1763 Eh. Its net charge is +1. As for the HOMO-LUMO gap: 0.3480 Eh. As for the HOMO energy: -14.27 eV.

Cartesian coordinates (Å):
1 C 1.27 1.03 2.28
2 C 0.18 1.14 3.01
3 C 2.31 0.08 0.36
4 N 1.27 0.29 1.06
5 H 2.23 1.44 2.55
6 H -0.77 0.70 2.76
7 H 0.24 1.70 3.93
8 H 2.25 -0.50 -0.55
9 H 3.26 0.48 0.68
10 H 0.33 -0.08 0.77
11 O -1.35 -0.43 0.64
12 C -1.86 -0.60 -0.44
13 C -1.39 -0.03 -1.73
14 C -0.69 -1.09 -2.59
15 H -2.76 -1.24 -0.52
16 H -0.74 0.84 -1.56
17 H -2.27 0.33 -2.26
18 H 0.23 -1.43 -2.11
19 H -0.40 -0.67 -3.55
20 H -1.33 -1.96 -2.73

Mulliken atomic charge list, values in e, 4 entries: atom 1 (C): 0.17, atom 2 (C): -0.77, atom 3 (C): -0.01, atom 4 (N): 0.24

--- b ---
DFT (ωB97M-V/def2-TZVPD) results for a gas-phase ion, C6H12NO (charge +1).

The calculation puts the lowest unoccupied orbital energy at -0.1948 Eh. Its net charge is +1. As for the HOMO-LUMO gap: 0.3040 Eh. As for the HOMO energy: -13.57 eV. The SMILES is C=[NH+]/C=C/CCCO.

Cartesian coordinates (Å):
1 C 1.47 -1.65 0.85
2 O 0.68 -2.50 -0.01
3 C 0.38 -1.08 1.78
4 C -0.85 -0.70 0.95
5 C -0.61 0.64 0.47
6 C -0.64 0.77 -0.89
7 N -0.45 2.13 -1.34
8 C -0.45 2.62 -2.54
9 H 2.27 -2.23 1.43
10 H 1.99 -0.93 0.27
11 H 1.25 -2.98 -0.63
12 H 0.71 -0.07 2.31
13 H -0.02 -1.66 2.67
14 H -1.02 -1.33 0.07
15 H -1.80 -0.87 1.48
16 H -0.68 1.48 1.22
17 H -0.78 -0.15 -1.46
18 H -0.34 2.73 -0.45
19 H -0.15 3.64 -2.78
20 H -0.95 2.14 -3.43

Mulliken atomic charge list, values in e, 4 entries: atom 1 (C): -0.42, atom 2 (O): -0.52, atom 3 (C): -0.64, atom 4 (C): -0.59

Most stable structure: a